# 1
ORCA calculation (ωB97M-V/def2-TZVPD) on 3 unconnected molecules or ions with the total composition C10H21I2N4O3 at a distorted geometry.

Computed properties:
2S+1   1
Highest occupied orbital energy   -0.3866 Ha
Charge   +1
LUMO   -5.85 eV
Molecular weight   499.11 g mol⁻¹
Calculated total energy   -39001.4161 eV

Bonds (Å) are listed after each position.
Geometry (Å):
1 H 2.851 0.514 -1.800  C21 1.093
2 C 2.976 -2.063 -1.827  H31 1.103, O36 1.225, N38 1.379
3 H -0.547 1.647 1.611  C28 1.191
4 N -4.792 1.723 1.889  N9 1.385, C27 1.401
5 C 1.142 -0.632 1.478  O6 1.225, N18 1.379, H34 1.103
6 O 1.379 -0.120 0.391  C5 1.225
7 H 3.473 0.609 -3.468  C21 1.094
8 H 5.417 -0.993 -3.859  C23 1.093
9 N -4.772 2.942 1.232  N4 1.385, H19 1.064, C24 1.511, H40 1.061
10 H 4.383 -2.428 -4.119  C23 1.094
11 H -2.775 0.903 0.398  C12 1.169
12 C -2.457 2.023 0.288  H11 1.169, C24 1.638, I25 2.232, C28 1.664
13 H 0.643 -1.710 3.768  C20 1.093
14 H -0.003 -3.713 0.825  C26 1.093
15 O -5.801 -0.102 0.148  C27 1.358
16 I -4.518 3.236 -1.875  C24 2.231, I25 3.296
17 H -0.663 -2.702 3.071  C20 1.094
18 N 0.651 -1.906 1.672  C5 1.379, C20 1.448, C26 1.448
19 H -5.715 3.031 0.747  N9 1.064
20 C 0.396 -2.440 2.993  H13 1.093, H17 1.094, N18 1.448, H35 1.094
21 C 3.671 0.225 -2.463  H1 1.093, H7 1.094, H30 1.094, N38 1.448
22 H -0.823 3.500 1.004  C28 1.189
23 C 4.844 -1.782 -3.366  H8 1.093, H10 1.094, H29 1.094, N38 1.448
24 C -3.687 3.100 0.192  N9 1.511, C12 1.638, I16 2.231, H33 1.193
25 I -1.421 2.127 -1.686  C12 2.232, I16 3.296
26 C 0.380 -2.737 0.517  H14 1.093, N18 1.448, H37 1.094, H39 1.094
27 C -5.499 0.769 1.146  N4 1.401, O15 1.358
28 C -1.341 2.514 1.421  H3 1.191, C12 1.664, H22 1.189, H32 1.187
29 H 5.510 -2.388 -2.743  C23 1.094
30 H 4.605 0.650 -2.085  C21 1.094
31 H 2.223 -1.529 -1.225  C2 1.103
32 H -1.902 2.839 2.414  C28 1.187
33 H -3.201 4.175 0.372  C24 1.193
34 H 1.313 -0.087 2.421  C5 1.103
35 H 1.007 -3.336 3.136  C20 1.094
36 O 3.035 -3.286 -1.840  C2 1.225
37 H 1.305 -2.867 -0.053  C26 1.094
38 N 3.805 -1.215 -2.531  C2 1.379, C21 1.448, C23 1.448
39 H -0.357 -2.236 -0.118  C26 1.094
40 H -4.737 3.746 1.924  N9 1.061

# 2
ORCA calculation (ωB97M-V/def2-TZVPD) on 2 unconnected molecules or ions with the total composition C5H11NO3 at a distorted geometry.

Computed properties:
2S+1   2
Highest occupied orbital energy (spin up / spin down)   -0.0131 / -0.1350 Ha
Charge   -1
LUMO (spin up / spin down)   3.51 / 3.47 eV
Molecular weight   133.15 g mol⁻¹
Calculated total energy   -12995.0328 eV
<S²>   0.754

Bonds (Å) are listed after each position.
Geometry (Å):
1 O 1.600 -1.375 1.398  C20 1.296
2 C -1.651 -1.313 0.674  C7 1.537, H8 1.097, H9 1.087, H16 1.094
3 C -0.264 0.731 -1.884  N6 1.440, H12 1.073, H15 1.095, H18 1.090
4 H 3.726 0.374 -0.305  O5 0.967
5 O 3.970 -0.401 0.220  H4 0.967, H11 0.980
6 N -0.658 0.691 -0.500  C3 1.440, C7 1.490, C19 1.329
7 C -0.380 -0.612 0.168  C2 1.537, N6 1.490, H14 1.083, C20 1.527
8 H -2.268 -1.760 -0.115  C2 1.097
9 H -1.258 -2.070 1.348  C2 1.087
10 O -1.671 1.753 1.256  C19 1.224
11 H 3.307 -0.421 0.942  O5 0.980
12 H 0.767 0.445 -1.965  C3 1.073
13 H -1.383 2.625 -0.503  C19 1.105
14 H 0.011 -1.264 -0.604  C7 1.083
15 H -0.909 0.051 -2.450  C3 1.095
16 H -2.270 -0.739 1.370  C2 1.094
17 H 0.484 0.376 1.927  C20 1.098
18 H -0.583 1.668 -2.342  C3 1.090
19 C -1.249 1.714 0.107  N6 1.329, O10 1.224, H13 1.105
20 C 0.681 -0.473 1.258  O1 1.296, C7 1.527, H17 1.098